Record 1
98
Properties=species:S:1:pos:R:3:forces:R:3 method="wB97M-V/def2-TZVPD" multiplicity=4 total_energy_ev=-105083.51267 charge=+4 homo_energy_ha="-0.682 / -0.680" lumo_energy_ev="-13.793 / -13.734" orbital_gap_ev="4.76 / 4.76"
Tc -0.339694 -0.360819 0.297731 -1.670 0.422 -1.362
C -1.944894 -1.905619 2.995331 0.364 0.336 0.052
C -2.919194 -0.803419 2.669631 0.158 0.100 -0.407
S -2.026594 0.565781 1.831531 -0.249 -0.497 0.814
C -3.410294 1.707481 1.502631 -0.165 0.448 -0.430
C -4.573294 1.134181 0.712231 -0.077 -0.366 -0.758
S -3.994794 0.274081 -0.801569 -0.334 0.498 0.523
C -5.122994 -1.159019 -0.908669 -0.104 0.390 0.227
C -4.503694 -2.186219 -1.842969 0.310 0.331 0.048
S -2.680794 -2.263319 -1.662969 0.648 -1.021 -0.070
C -2.432994 -3.770619 -0.648869 0.019 0.665 -0.397
C -2.464394 -3.492219 0.834431 -0.282 -0.123 -0.344
S -1.051294 -2.501719 1.503531 -0.118 0.072 0.056
H -2.446394 -2.763619 3.443831 0.058 -0.107 -0.087
H -1.195294 -1.544119 3.696531 0.048 -0.136 -0.003
H -3.355594 -0.398119 3.583731 0.027 0.067 0.002
H -3.720394 -1.142619 2.015531 -0.008 0.088 -0.050
H -2.945994 2.543981 0.980131 -0.051 -0.130 0.183
H -3.756194 2.049181 2.479731 0.206 -0.061 0.121
H -5.209994 1.962881 0.391831 0.031 0.008 0.305
H -5.186894 0.447081 1.294931 0.024 0.039 0.011
H -6.091294 -0.822819 -1.283769 0.066 -0.114 -0.015
H -5.276394 -1.562319 0.093431 0.056 -0.025 0.028
H -4.668094 -1.913319 -2.887369 0.014 -0.072 0.097
H -4.920394 -3.179219 -1.672669 0.043 0.039 -0.094
H -1.489894 -4.218819 -0.957469 -0.013 -0.124 -0.007
H -3.225394 -4.476119 -0.901869 0.058 -0.077 0.082
H -2.415194 -4.435819 1.383431 0.227 0.076 0.209
H -3.388294 -2.987419 1.108231 0.049 0.094 0.010
O -1.481194 2.991281 -0.380969 0.073 -0.088 0.048
C -1.055594 2.305681 -1.297469 -0.676 1.917 -0.289
O -0.585294 1.132281 -1.198969 0.785 -2.164 1.016
C -1.075294 2.911181 -2.727269 0.200 -1.026 0.326
N -1.511494 4.334881 -2.606369 0.177 0.450 0.598
C -2.686694 4.548081 -3.511869 -0.694 0.041 -0.773
C -2.570994 3.417981 -4.525669 0.012 -0.056 0.110
C -2.101294 2.246681 -3.662969 -0.046 0.053 -0.090
H -0.078694 2.848281 -3.170169 -0.050 0.191 0.113
H -0.762194 4.992881 -2.839069 -0.069 -0.152 0.054
H -1.755994 4.472781 -1.602869 0.132 0.065 -0.424
H -2.662194 5.539281 -3.960969 0.125 0.016 0.182
H -3.606394 4.451181 -2.934569 0.154 0.025 0.139
H -1.830994 3.646581 -5.291769 0.026 0.082 -0.049
H -3.519094 3.229781 -5.023069 -0.008 -0.001 -0.003
H -1.649494 1.447681 -4.246269 0.041 -0.010 0.044
H -2.935094 1.827981 -3.096269 0.013 0.029 0.054
F 1.560106 -2.234919 -5.994269 -0.070 -0.109 0.118
C 2.474606 -1.593019 -5.270769 0.001 -0.034 -0.331
F 3.611906 -2.271219 -5.309769 0.056 -0.083 0.190
F 2.671106 -0.396419 -5.822269 0.029 0.152 0.109
C 1.978906 -1.432719 -3.837169 -0.138 -0.002 0.163
C 1.238406 -2.433119 -3.218769 0.075 0.208 0.119
C 0.702306 -2.179119 -1.967469 -0.166 -0.854 -0.340
N 0.870606 -1.028419 -1.313769 0.022 0.131 -0.008
C 1.662306 -0.109819 -1.882769 0.577 0.471 -0.348
C 2.228806 -0.262219 -3.133269 -0.151 -0.208 0.229
H 1.071606 -3.379019 -3.713869 -0.127 -0.055 0.044
H 0.117806 -2.938419 -1.471169 -0.073 -0.052 -0.003
H 1.843306 0.791881 -1.322669 0.011 0.019 -0.036
H 2.837506 0.517981 -3.564069 0.040 0.104 0.049
C 1.619106 -2.373519 3.393831 0.021 0.016 -0.036
C 1.979806 -0.893419 3.465331 -0.712 -0.087 -0.130
C 1.118506 -0.181319 4.502031 0.042 0.043 0.061
C 3.459806 -0.818719 3.811431 0.337 0.166 -0.230
P 1.755406 -0.005919 1.715431 1.820 0.087 0.666
C 3.163006 -0.768619 0.832031 -0.584 -0.053 -0.257
C 4.427006 -0.182719 0.727231 -0.062 0.180 0.075
C 5.495006 -0.908119 0.225731 -0.024 -0.123 -0.053
C 5.323006 -2.224819 -0.176369 -0.036 0.145 0.031
C 4.067106 -2.813319 -0.094369 -0.055 -0.081 0.066
C 2.996906 -2.092719 0.399831 0.066 0.138 0.147
C 1.989806 1.907481 1.873831 -0.472 -0.097 -0.315
C 2.376306 2.478081 0.508931 0.055 -0.132 0.013
C 0.644006 2.518181 2.264031 -0.018 -0.062 0.052
C 3.032106 2.319781 2.908031 0.234 -0.208 0.228
H 2.038306 -2.856919 4.275231 0.037 0.033 0.120
H 2.051706 -2.877819 2.537631 0.064 -0.079 -0.053
H 0.555606 -2.560219 3.420431 -0.119 -0.025 0.054
H 1.021506 -0.824519 5.376631 -0.026 -0.073 0.036
H 0.119306 0.043181 4.128231 -0.093 0.054 0.088
H 1.577806 0.737781 4.852931 -0.093 0.111 -0.023
H 3.566506 -1.106519 4.856631 -0.151 -0.092 0.139
H 3.890206 0.168781 3.727231 0.088 0.106 -0.022
H 4.046706 -1.514319 3.217831 0.043 -0.032 -0.021
H 4.621906 0.819881 1.068931 -0.048 0.107 0.023
H 6.467906 -0.445919 0.158531 0.084 0.049 0.036
H 6.165806 -2.790819 -0.540469 0.080 -0.071 -0.072
H 3.937006 -3.844019 -0.386569 -0.034 -0.097 -0.068
H 2.022806 -2.560519 0.477831 0.059 -0.116 -0.046
H 1.539906 2.413481 -0.184169 -0.046 0.019 -0.156
H 3.258206 2.009281 0.084031 0.017 0.014 -0.134
H 2.607906 3.533481 0.641831 -0.037 0.097 0.014
H -0.092794 2.386081 1.472731 -0.055 0.085 -0.015
H 0.778006 3.590281 2.396631 0.052 0.104 -0.019
H 0.252906 2.127381 3.197831 -0.051 -0.047 0.114
H 4.029506 1.947981 2.694731 0.058 0.007 0.009
H 2.756706 2.042081 3.919931 0.038 -0.029 0.036
H 3.095006 3.408381 2.896931 -0.093 0.064 -0.111

---

Record 2
86
Properties=species:S:1:pos:R:3:forces:R:3 method="wB97M-V/def2-TZVPD" total_energy_ev=-65550.56054 charge=+1 homo_energy_ha=-0.374 lumo_energy_ev=-2.373 orbital_gap_ev=7.81
C 1.089877 6.238656 2.824481 -0.135 0.092 0.029
C -0.434905 6.027875 2.716386 0.535 -0.111 0.315
S -1.172601 7.613441 2.278394 -0.118 0.025 -0.379
C -2.956675 7.505068 2.609221 -0.075 -0.063 0.130
C -3.751312 6.218527 2.308562 0.404 0.126 0.292
C -3.302336 5.488622 1.028779 -0.800 -0.046 -0.069
C -3.520687 3.991153 1.125734 0.730 0.367 -0.630
N -2.694651 3.461779 2.247296 -0.342 -0.785 0.408
C -3.098532 3.979605 3.597499 -0.306 0.210 0.491
C -3.888987 5.298888 3.553683 -0.126 -0.321 -0.326
H 1.507942 5.640239 3.631594 0.009 -0.087 -0.051
H 1.311098 7.281354 3.048186 0.072 -0.007 0.007
H 1.589341 5.970064 1.896697 0.035 0.067 -0.012
H -0.595891 5.280627 1.935741 -0.195 0.006 0.031
H -0.797895 5.649297 3.672401 -0.196 0.129 -0.024
H -3.112194 7.787847 3.650347 -0.107 -0.061 0.020
H -3.385614 8.314162 2.016930 0.204 0.067 -0.085
H -4.768393 6.559171 2.114522 -0.013 0.057 0.061
H -3.935274 5.828585 0.208096 0.174 0.093 -0.111
H -2.276458 5.705474 0.735343 0.050 0.045 0.152
H -4.562852 3.707202 1.253967 0.031 -0.051 0.302
H -3.140592 3.517094 0.221312 -0.124 -0.155 0.028
H -2.788287 2.441544 2.260766 0.329 -0.305 -0.147
H -1.701100 3.623857 2.082089 -0.066 0.206 -0.148
H -3.733982 3.218041 4.045444 0.025 -0.085 -0.087
H -2.225816 4.042119 4.242031 0.217 0.010 -0.302
H -4.941670 5.027569 3.631034 -0.012 0.010 0.023
H -3.664616 5.845266 4.467680 0.051 0.072 -0.039
O -1.773165 0.411182 1.508936 -1.172 1.981 -0.946
P -2.056976 -0.666743 0.525341 1.339 -3.407 0.828
N -3.332737 -1.587166 1.086011 -0.053 0.018 0.365
C -3.636491 -2.902585 0.541819 -0.183 0.058 -0.374
C -4.551728 -0.844298 1.372415 -0.010 0.227 0.055
N -0.701478 -1.692590 0.564257 -0.488 -0.282 0.179
C -0.603451 -2.727723 1.594954 0.076 0.097 0.188
C 0.530325 -0.907208 0.512911 0.185 0.119 -0.342
N -2.308405 -0.564471 -1.142852 0.445 1.854 0.191
C -1.540482 -1.417023 -2.056479 -0.178 -0.175 -0.145
C -2.362911 0.814240 -1.656757 -0.215 0.024 0.100
H -4.136793 -2.849109 -0.433705 -0.014 0.044 0.016
H -4.300202 -3.419524 1.236472 -0.017 0.039 0.007
H -2.751304 -3.514571 0.435037 0.065 0.049 -0.141
H -5.106876 -0.585582 0.459817 -0.027 -0.066 0.008
H -4.315878 0.077211 1.905262 0.046 -0.027 0.012
H -5.204195 -1.438033 2.013086 0.020 -0.041 -0.020
H -0.828160 -2.357075 2.601537 0.044 0.014 -0.016
H 0.415093 -3.117679 1.595066 0.032 0.089 -0.019
H -1.250178 -3.571917 1.388169 -0.031 -0.019 0.050
H 0.780838 -0.447792 1.474251 -0.059 -0.020 0.014
H 0.447284 -0.104366 -0.224466 -0.013 -0.009 0.016
H 1.355268 -1.546614 0.196547 -0.008 -0.008 0.012
H -0.486839 -1.134770 -2.134058 -0.009 0.026 0.038
H -2.003258 -1.315673 -3.040029 0.033 0.008 0.000
H -1.601605 -2.459836 -1.766002 0.022 0.001 0.083
H -1.381187 1.302314 -1.656337 0.011 -0.023 -0.063
H -3.043346 1.415219 -1.048918 0.012 -0.033 -0.003
H -2.748239 0.815967 -2.675571 -0.018 -0.055 -0.002
O 4.369068 -1.874856 -1.896399 1.807 0.419 -0.497
P 4.376607 -3.256330 -2.410004 -2.908 -1.731 0.538
N 3.545377 -3.313297 -3.862003 -0.370 0.178 -0.014
C 3.085145 -4.558187 -4.451284 0.376 -0.173 -0.180
C 4.050471 -2.396284 -4.877458 0.085 0.229 0.054
N 3.417504 -4.162179 -1.304665 -0.171 -0.238 -0.602
C 1.969974 -4.142883 -1.466985 -0.161 0.295 0.100
C 3.784941 -3.839602 0.069078 0.216 -0.144 0.100
N 5.666483 -4.326430 -2.631151 0.990 1.220 0.842
C 5.608573 -5.680190 -2.081987 -0.017 -0.178 -0.237
C 6.984144 -3.720106 -2.369095 0.037 0.160 -0.224
H 3.896381 -5.127800 -4.924962 0.015 0.040 -0.004
H 2.343540 -4.326637 -5.218608 0.030 0.031 -0.015
H 2.601824 -5.202087 -3.728028 0.123 -0.081 0.085
H 4.967796 -2.769982 -5.352287 -0.045 -0.028 -0.041
H 4.260222 -1.424329 -4.433646 0.008 -0.029 0.050
H 3.295702 -2.254642 -5.652456 -0.019 -0.062 0.006
H 1.583969 -3.126490 -1.625632 -0.085 -0.048 0.019
H 1.492478 -4.551679 -0.573278 0.146 0.055 0.098
H 1.635608 -4.771097 -2.284594 -0.016 0.061 -0.082
H 3.384934 -2.872955 0.395684 0.032 0.011 -0.025
H 4.870578 -3.794402 0.177166 -0.014 0.027 -0.008
H 3.421386 -4.624632 0.736298 -0.025 0.004 -0.017
H 5.688100 -5.712212 -0.991002 0.001 0.038 0.000
H 6.450093 -6.230126 -2.508243 0.007 0.004 0.039
H 4.697140 -6.188246 -2.378780 -0.061 0.052 0.028
H 7.158879 -3.539845 -1.302466 0.015 -0.054 -0.004
H 7.070912 -2.766553 -2.890649 -0.030 0.004 0.053
H 7.772311 -4.372854 -2.743497 -0.049 -0.053 -0.030

---

Record 3
14
Properties=species:S:1:pos:R:3:forces:R:3 method="wB97M-V/def2-TZVPD" total_energy_ev=-8370.82196 smiles=C[C@H]1[C@@H](O)[C@H]1O homo_energy_ha=-0.342 lumo_energy_ev=0.752 orbital_gap_ev=10.07
C -1.467709 -0.429875 -0.207570 0.067 -0.113 0.546
C -0.347855 0.106833 0.762431 -0.345 0.048 -0.328
C 1.162552 -0.094214 0.572548 -0.204 0.100 0.003
O 1.582486 -1.023348 -0.388049 -0.111 -0.247 -0.065
C 0.497550 1.130630 0.039980 0.109 0.265 -0.010
O 0.309787 1.122495 -1.334190 0.578 0.197 -0.381
H -2.370680 0.147450 0.018687 0.019 -0.309 0.282
H -1.355909 -0.244203 -1.293373 0.535 0.013 0.862
H -1.684728 -1.496477 -0.128648 -0.041 0.028 0.388
H -0.593863 0.272158 1.821267 -0.329 0.028 -0.692
H 1.882967 0.038653 1.389965 -0.659 -0.212 -0.021
H 1.143104 -1.848461 -0.146967 0.214 -0.004 -0.248
H 0.696967 2.126144 0.423505 0.058 -0.210 0.074
H 0.578279 0.217760 -1.576957 0.108 0.415 -0.410

---

Record 4
12
Properties=species:S:1:pos:R:3:forces:R:3 method="wB97M-V/def2-TZVPD" total_energy_ev=-37186.42387 homo_energy_ha=-0.331 lumo_energy_ev=-0.350 orbital_gap_ev=8.67
S 2.888342 -0.647556 -0.287348 0.142 -0.295 -0.002
C 2.271923 0.798920 -0.613648 -0.408 0.369 0.302
S 0.748586 1.469783 -0.092635 0.303 0.073 -0.088
C 0.009930 0.159023 0.905117 0.280 -1.159 0.559
C -0.583575 -0.956106 0.096145 0.045 -0.539 -0.776
N -1.728387 -1.000312 -0.469210 0.774 0.139 0.350
S -2.692400 0.380832 -0.348672 -1.022 -0.249 -0.498
H 2.837301 1.540512 -1.191300 -0.281 -0.116 0.091
H 0.740216 -0.303125 1.618443 -0.316 0.673 -0.688
H -0.807120 0.565006 1.492975 0.030 0.625 0.120
H 0.056336 -1.823001 -0.075272 -0.167 0.025 0.150
H -3.741154 -0.183980 -1.034598 0.620 0.456 0.480